i:
C6H12NO | ωB97M-V/def2-TZVPD

Last column: Löwdin charge in e.
Atoms and positions in Å:
C  -1.0242  1.7301  -0.7651  -0.052
C  -1.6271  0.9728  0.2230  -0.080
C  -0.2992  -0.9736  0.2142  -0.019
C  0.2656  -2.3495  2.2852  -0.094
C  0.9245  2.3689  -2.1062  -0.036
C  0.3446  -2.1657  0.8391  -0.200
N  0.2024  1.4870  -1.2177  -0.061
O  -1.1214  -0.1627  0.6948  0.099
H  -1.4933  2.5613  -1.0899  0.110
H  -2.6312  1.2515  0.7182  0.170
H  -0.0164  -0.9598  -0.8940  0.185
H  0.8201  -3.2009  2.4189  0.049
H  -0.7297  -2.5101  2.8585  0.132
H  0.8357  -1.4792  2.7884  0.126
H  0.3815  2.2527  -3.1550  0.144
H  0.8992  3.3257  -1.7676  0.053
H  1.9038  1.8820  -2.2640  0.107
H  0.1087  -3.0066  0.3142  0.107
H  1.4255  -1.9499  0.6378  0.162
H  0.8310  0.9261  -0.7327  0.096

Output
HOMO energy (alpha / beta) (eV): -12.58 / -12.58
Net charge: +1
Frontier orbital gap (alpha / beta) (Eh): 0.276 / 0.276
2S+1: 1

***

ii:
C6H12NO | ωB97M-V/def2-TZVPD

Last column: Löwdin charge in e.
Atoms and positions in Å:
C  1.9452  -0.9979  0.1125  -0.092
C  0.9236  -1.8961  0.2995  -0.083
C  -0.9793  -0.5395  -0.2713  0.021
C  -2.9103  0.8517  0.3993  -0.098
C  2.8623  1.2665  -0.2600  -0.063
C  -2.4295  -0.3926  -0.2884  -0.207
N  1.7537  0.3165  -0.0407  -0.076
O  -0.4092  -1.6823  0.1139  0.076
H  3.0072  -1.4517  0.3056  0.186
H  1.0935  -2.9043  0.5793  0.120
H  -0.2795  -0.0083  -0.9467  0.166
H  -4.0503  0.7513  0.5882  0.119
H  -2.7623  1.8128  -0.2451  0.120
H  -2.5159  1.0321  1.4228  0.086
H  3.6748  0.7787  -0.7924  0.082
H  2.5045  2.2062  -0.9156  0.132
H  3.2762  1.8409  0.6071  0.094
H  -2.6973  -0.3391  -1.2888  0.113
H  -2.9294  -1.3021  0.1668  0.163
H  0.9219  0.6572  0.4540  0.139

Output
HOMO energy (alpha / beta) (eV): -12.74 / -12.74
Net charge: +1
Frontier orbital gap (alpha / beta) (Eh): 0.260 / 0.260
2S+1: 1

***

Stability summary - winner: ii; margin: 5.9 kcal/mol.